The following is a quantum chemistry calculation of C44H42N6O4S2W as an isolated structure, from OMol25.

Last column: Löwdin charge in e.
Geometry (Å):
W 0.2148 -0.0404 -0.0678  1.54
S 4.0417 -4.8153 -2.7191  1.06
S -0.9387 -1.9887 1.1489  0.77
O 1.5941 0.7765 0.8929  -0.28
O -0.2084 3.7239 1.9584  0.02
O -1.6324 3.4880 0.2291  0.00
O 0.2950 1.0318 -1.6151  -0.31
N -4.2623 -2.9861 -0.6302  0.16
N -3.3578 -3.0395 0.3909  0.07
N -2.5795 -1.6421 -0.9832  -0.06
N 1.5025 -1.5116 -0.9224  -0.13
N 8.0317 -4.1573 -0.6160  0.08
N -1.6537 -0.7606 -1.5373  0.07
C 0.0763 0.8547 2.7289  -0.23
C -0.0995 -1.0099 4.2630  -0.08
C -1.4531 -0.7415 4.4379  -0.07
C 2.1789 2.2155 2.7611  -0.17
C -3.6247 1.9132 -4.2248  -0.07
C 3.4882 2.1997 2.2976  -0.02
C -1.1874 4.4431 1.2460  -0.53
C 2.9138 3.2690 4.7931  -0.05
C 5.9369 -5.3035 -0.7640  -0.08
C 7.1669 -5.0582 -0.1654  -0.12
C -0.6669 2.5213 0.0099  -0.22
C 0.2859 4.6150 -2.4565  -0.04
C 2.0841 3.1400 -1.8484  -0.03
C 1.8927 2.7543 4.0109  -0.01
C -4.3818 -1.7406 -2.7684  0.03
C 2.2442 -2.7673 -2.8065  -0.04
C 6.5043 -3.6354 -2.3838  -0.07
C -2.3119 1.9766 -4.6791  -0.04
C 1.2053 5.5820 -2.8346  -0.05
C -0.2982 2.3646 -1.5055  -0.33
C -0.6020 5.6747 0.5906  0.04
C -2.8406 2.2250 -1.9636  -0.04
C -3.8835 2.0394 -2.8702  -0.08
C -2.3503 4.7539 2.1534  0.04
C 7.7059 -3.4731 -1.7066  -0.12
C -2.0386 0.3127 3.7586  -0.06
C 2.5647 5.3307 -2.7200  -0.05
C 2.3341 -2.2255 -0.1365  -0.10
C 0.4461 2.8572 1.0699  -0.16
C 0.6566 -0.2227 3.4142  -0.07
C -2.3168 -2.2403 0.1998  -0.67
C 1.0480 1.6988 1.8922  -0.35
C 1.4810 -1.7731 -2.2417  -0.10
C 0.7196 3.3918 -1.9540  -0.18
C 4.5092 2.7092 3.0881  -0.06
C 3.0016 4.1084 -2.2290  -0.05
C -3.7822 -2.1378 -1.4766  -0.29
C 3.0975 -3.5200 -1.9975  -0.48
C -1.2784 1.1166 2.9151  -0.03
C 5.5998 -4.5604 -1.8858  -0.53
C 3.1351 -3.2243 -0.6320  -0.02
C -1.2745 2.1707 -3.7829  -0.01
C 4.2239 3.2440 4.3347  -0.06
C -1.5227 2.3007 -2.4141  -0.17
H 0.3091 5.4396 0.0439  0.08
H 8.4389 -2.7598 -2.0650  0.12
H -3.7647 -2.0810 -3.6020  0.10
H -0.7741 4.8139 -2.5570  0.13
H -3.0825 2.3579 -0.9185  0.12
H 5.5287 2.6875 2.7270  0.11
H -1.2590 -1.1767 -2.3801  0.12
H -2.8417 3.8418 2.4873  0.09
H 2.6872 3.6868 5.7646  0.11
H -0.3631 6.4033 1.3646  0.11
H -3.5230 -3.6522 1.1755  0.18
H 4.0609 3.9053 -2.1461  0.11
H 0.8585 6.5293 -3.2251  0.12
H 3.7148 1.7850 1.3240  0.11
H -0.2561 2.2332 -4.1457  0.13
H 6.2891 -3.0615 -3.2747  0.11
H 1.7219 -0.3981 3.3177  0.13
H -4.4827 -0.6569 -2.8350  0.07
H -1.3211 6.1184 -0.0964  0.11
H -2.0991 1.8930 -5.7365  0.12
H -4.4384 1.7866 -4.9265  0.12
H -4.9037 2.0250 -2.5073  0.12
H 1.2800 3.3466 0.5565  0.16
H 0.8654 -1.1243 -2.8520  0.11
H 7.4660 -5.6175 0.7133  0.12
H 5.2770 -6.0682 -0.3767  0.11
H -5.3626 -2.2007 -2.8515  0.10
H 0.8734 2.7739 4.3754  0.13
H 3.2823 6.0823 -3.0195  0.11
H -1.1594 1.5048 0.2799  0.12
H -2.0409 -1.3448 5.1166  0.12
H -3.0875 0.5362 3.9046  0.12
H 2.4360 2.1881 -1.4703  0.11
H 5.0203 3.6402 4.9501  0.11
H -1.9901 5.3012 3.0230  0.11
H 0.3687 -1.8191 4.8075  0.12
H -3.0746 5.3776 1.6321  0.10
H 2.3319 -1.9792 0.9180  0.12
H 3.7829 -3.7695 0.0393  0.12
H 2.1993 -2.9391 -3.8728  0.12
H -1.7463 1.9636 2.4357  0.10
H -2.1202 0.1151 -1.8112  0.09

Atomic forces in eV per Å
W -0.038 -0.837 -0.714
S 0.005 0.170 -0.120
S 0.011 0.081 0.164
O -0.140 -0.098 0.163
O -0.016 -0.039 0.032
O 0.119 0.068 -0.069
O 0.031 0.223 0.159
N -0.105 -0.046 -0.031
N 0.087 0.038 0.012
N 0.056 -0.135 0.074
N -0.081 0.297 0.168
N 0.042 0.000 0.031
N -0.051 -0.019 -0.048
C 0.043 0.191 0.124
C 0.013 0.001 -0.018
C 0.009 -0.019 0.007
C 0.033 0.107 -0.104
C 0.001 0.000 -0.009
C -0.008 0.021 -0.037
C -0.023 0.017 -0.015
C -0.003 -0.001 0.000
C -0.010 -0.048 -0.049
C -0.027 -0.032 0.004
C 0.071 -0.010 0.098
C 0.004 -0.017 -0.017
C 0.027 0.004 0.032
C 0.011 0.001 0.017
C 0.011 0.007 -0.021
C -0.117 -0.001 0.003
C -0.052 0.029 -0.004
C -0.003 -0.004 0.003
C 0.007 -0.005 -0.003
C 0.049 0.022 0.173
C 0.012 -0.003 0.026
C -0.009 0.019 -0.008
C -0.007 0.003 0.018
C -0.004 0.023 -0.003
C -0.009 0.035 -0.044
C -0.016 0.009 -0.016
C -0.005 0.006 0.004
C -0.032 -0.064 -0.036
C 0.072 -0.001 -0.042
C -0.053 0.004 0.035
C 0.011 0.036 -0.059
C 0.003 -0.139 0.036
C 0.082 -0.039 -0.030
C -0.106 0.036 -0.131
C 0.007 0.001 0.005
C 0.004 -0.010 0.001
C 0.015 0.052 0.000
C 0.103 -0.116 0.042
C 0.014 0.005 -0.070
C 0.014 -0.126 0.181
C 0.052 0.136 -0.023
C 0.002 -0.021 0.012
C 0.011 0.001 -0.003
C -0.053 -0.031 -0.024
H 0.006 -0.004 -0.008
H 0.003 0.001 0.003
H -0.002 0.003 -0.004
H -0.005 -0.001 0.004
H 0.007 0.005 -0.001
H 0.004 0.001 0.003
H -0.030 0.044 -0.009
H 0.011 -0.005 0.012
H -0.003 0.001 0.004
H 0.000 0.000 0.002
H 0.008 0.015 0.000
H 0.004 0.002 0.001
H -0.001 0.003 -0.001
H -0.001 -0.004 0.000
H 0.007 0.005 0.004
H -0.001 0.001 -0.004
H 0.001 0.003 0.000
H -0.002 0.001 -0.005
H -0.014 -0.010 -0.005
H 0.001 0.000 -0.005
H -0.003 0.001 -0.005
H -0.005 -0.006 0.000
H -0.016 0.014 0.016
H 0.025 0.002 -0.008
H 0.003 0.000 0.002
H -0.017 0.016 0.011
H -0.001 -0.003 -0.001
H -0.008 -0.004 -0.004
H 0.002 0.002 -0.001
H -0.095 0.178 0.135
H -0.008 -0.001 0.004
H -0.001 0.002 0.001
H -0.016 0.001 -0.003
H 0.001 0.000 -0.001
H 0.015 0.008 -0.004
H 0.002 -0.004 0.003
H -0.014 -0.019 -0.012
H 0.008 -0.003 -0.008
H 0.017 0.007 -0.003
H 0.022 0.017 -0.008
H 0.008 -0.004 0.022
H 0.021 -0.042 -0.002

The calculation puts the LUMO energy (alpha / beta) at -0.210 / -0.234 hartree. The spin multiplicity is 3. Its energy relative to the best compared isomer or geometry (same formula, charge and spin) is 0.006 eV. The value obtained for the HOMO energy (alpha / beta) is -13.32 / -13.33 eV. The calculation puts the molar mass at 966.83 g/mol. The charge is +2. The calculation puts the HOMO-LUMO gap (alpha / beta) at 7.616 / 6.966 eV.